Record 1
{
  "formula": "C29H63N2O8P",
  "method": "the ωB97M-V functional and the def2-TZVPD basis",
  "elements": ["C", "C", "O", "P", "O", "C", "C", "C", "C", "C", "C", "C", "C", "C", "C", "C", "C", "C", "O", "C", "O", "C", "C", "C", "C", "O", "C", "O", "C", "C", "H", "H", "H", "H", "H", "H", "H", "H", "H", "H", "H", "H", "H", "H", "H", "H", "H", "H", "H", "H", "H", "H", "H", "H", "H", "H", "H", "H", "H", "H", "H", "H", "H", "H", "H", "H", "H", "H", "H", "H", "H", "H", "H", "H", "H", "H", "H", "H", "H", "C", "O", "N", "C", "C", "H", "H", "H", "H", "H", "H", "H", "C", "O", "N", "C", "C", "H", "H", "H", "H", "H", "H", "H"],
  "positions_angstrom": [[2.12067, 3.66665, 4.32791], [0.98020, 2.81913, 5.14069], [-0.09864, 2.25355, 4.33020], [0.43812, 1.25469, 3.02813], [0.77590, 2.23743, 1.79345], [-1.09795, 0.23435, 2.39131], [-0.68016, -1.05555, 1.52047], [-1.31004, -1.23955, 0.02913], [-2.58392, -2.26002, 0.16431], [-3.81651, -1.69586, 1.11935], [-4.24740, -2.87691, 2.19516], [-3.25146, -3.01586, 3.48731], [-2.31566, -4.38371, 3.46496], [-1.17620, -4.43374, 4.64635], [0.15331, -5.16685, 3.97175], [1.36993, -5.44532, 5.03449], [2.57741, -4.33621, 5.01705], [3.35324, -4.17358, 3.58211], [3.06267, -5.22414, 2.59319], [2.97927, -4.54492, 1.26004], [-0.19384, -1.73173, -0.80537], [-0.44298, -3.03174, -1.41483], [-1.76783, 0.18895, -0.71185], [-2.40777, -0.04630, -2.21819], [-3.09892, 1.34363, -2.84400], [-0.75318, 1.24308, -0.63234], [0.12160, 1.31400, -1.80019], [1.85267, 0.30493, 3.29029], [1.88900, -0.39903, 4.56872], [0.44930, -0.82483, 5.21069], [2.79592, 2.92338, 3.68231], [1.58525, 4.47217, 3.66559], [2.79454, 4.21008, 5.12738], [0.46369, 3.59524, 5.88756], [1.54523, 2.05694, 5.83441], [-1.86705, 0.98151, 1.93287], [-1.60197, -0.16279, 3.39911], [0.50904, -1.10157, 1.45779], [-0.98148, -2.02929, 2.14193], [-3.11175, -2.52430, -0.87299], [-2.30608, -3.32332, 0.63113], [-4.77939, -1.54333, 0.42947], [-3.60991, -0.65350, 1.60424], [-5.32826, -2.64478, 2.62363], [-4.31525, -3.94645, 1.67272], [-3.95415, -3.13958, 4.44451], [-2.57808, -2.08511, 3.70673], [-1.76943, -4.46316, 2.42509], [-3.01257, -5.34185, 3.60994], [-0.91067, -3.39905, 5.12445], [-1.52783, -5.13273, 5.54625], [-0.17680, -6.21451, 3.54605], [0.56880, -4.50287, 3.08224], [1.86637, -6.49302, 4.76967], [1.00107, -5.53968, 6.16414], [3.38984, -4.71595, 5.80049], [2.14760, -3.31599, 5.44658], [4.52663, -4.22324, 3.79290], [3.17556, -3.07839, 3.14157], [3.78312, -3.69843, 1.14009], [3.14339, -5.30358, 0.36175], [1.92557, -4.03888, 1.08421], [-1.34276, -3.04966, -2.19978], [-0.51338, -3.93971, -0.64287], [0.51958, -3.28717, -2.07430], [-2.68572, 0.56859, -0.04814], [-1.62126, -0.50371, -2.99176], [-3.30798, -0.83080, -2.22283], [-4.23822, 1.18023, -3.09394], [-3.00474, 2.19338, -2.01908], [-2.48335, 1.73682, -3.77858], [1.17363, 1.82931, -1.57255], [-0.37929, 2.01301, -2.62742], [0.35559, 0.30248, -2.33433], [2.48463, -1.41621, 4.37814], [2.53798, 0.16790, 5.39528], [0.68757, -1.59814, 6.08866], [-0.18235, -1.46115, 4.42296], [-0.16290, 0.03948, 5.70729], [1.36469, 3.66437, -5.55508], [1.05742, 2.80938, -6.37624], [2.47061, 3.62276, -4.73299], [2.76502, 4.67682, -3.78553], [3.36779, 2.48879, -4.81867], [0.75127, 4.56820, -5.40854], [3.74341, 5.10380, -4.02403], [2.78502, 4.25135, -2.77793], [2.00938, 5.46596, -3.82677], [3.76187, 2.42285, -5.83723], [2.80843, 1.57480, -4.59751], [4.19372, 2.59565, -4.11032], [-1.04342, 7.69238, -8.67782], [-1.55648, 7.94636, -7.59523], [-0.48639, 6.48285, -9.03468], [0.10232, 6.26175, -10.33850], [-0.48940, 5.39738, -8.07555], [-0.98818, 8.44670, -9.47945], [-0.43046, 5.44458, -10.83329], [1.15434, 5.99065, -10.21027], [0.03634, 7.16023, -10.95803], [-1.52322, 5.16944, -7.79919], [0.05345, 5.71267, -7.17941], [-0.01632, 4.50713, -8.49861]],
  "homo_energy_ev": -8.96,
  "e_tot_ev": -59732.4117,
  "smiles": "CCOP(=O)(CC[C@](CCCCCCCCCCOC)(OC)[C@H](CC)OC)OCC.CN(C)C=O.CN(C)C=O",
  "max_force_ev_per_a": 7.6,
  "molar_mass_g_mol": 598.80,
  "orbital_gap_ev": 9.64
}

---

Record 2
{
  "formula": "C3H7NOS",
  "method": "the ωB97M-V functional and the def2-TZVPD basis",
  "elements": ["C", "C", "C", "H", "H", "H", "H", "H", "H", "H", "N", "O", "S"],
  "positions_angstrom": [[-3.05090, 0.20741, 0.06150], [-0.80208, 0.51350, -0.00343], [3.06818, 0.16215, 0.02234], [-3.23653, 0.95060, -0.73102], [-3.85407, -0.55792, -0.00533], [-3.14292, 0.59504, 1.09684], [-0.84732, 1.07678, 0.97183], [-0.75520, 1.16405, -0.90136], [3.40455, -0.88963, 0.13072], [3.91818, 0.83328, 0.12533], [1.86470, 0.60537, -0.06655], [-1.78685, -0.41196, -0.11749], [0.65400, -0.58828, 0.01477]],
  "homo_energy_ev": -8.55,
  "e_tot_ev": -17595.2505,
  "smiles": "C=NSCOC",
  "max_force_ev_per_a": 2.2,
  "molar_mass_g_mol": 105.16,
  "orbital_gap_ev": 9.58
}

---

Record 3
{
  "formula": "C4H4N2",
  "method": "the ωB97M-V functional and the def2-TZVPD basis",
  "elements": ["C", "C", "N", "N", "C", "C", "H", "H", "H", "H"],
  "positions_angstrom": [[0.45571, 0.86690, -0.49425], [1.06801, -0.42849, -0.01353], [0.69462, -1.70219, 0.05923], [-0.61895, -1.73835, -0.00206], [-1.06522, -0.48634, 0.05383], [-0.49407, 0.86175, 0.45226], [0.89061, 1.63938, -1.14139], [1.75929, -0.27923, 0.78223], [-1.73197, -0.37314, -0.76557], [-0.95803, 1.63970, 1.06926]],
  "homo_energy_ev": -8.67,
  "e_tot_ev": -7186.3541,
  "smiles": "c1ccnnc1",
  "max_force_ev_per_a": 2.2,
  "molar_mass_g_mol": 80.09,
  "orbital_gap_ev": 8.80
}